Entry from OMol25: C27H42Cl3N4O3SScSi as an isolated structure at a distorted geometry (ωB97M-V/def2-TZVPD).

## Properties
Net charge: 0
LUMO (Ha): 0.009
Energy above the lowest of the compared OMol25 structures with the same formula, charge and spin (eV): 0.000

Positions of all 82 atoms, in Å:
C: 2.717 -2.945 -2.616
C: 2.180 -2.093 -3.729
H: 2.307 -3.960 -2.709
H: 2.430 -2.508 -1.653
H: 3.817 -3.032 -2.646
C: 2.086 -2.540 -4.996
C: 2.491 -3.898 -5.459
H: 1.744 -1.881 -5.790
H: 2.038 -4.694 -4.854
H: 3.580 -4.040 -5.452
H: 2.161 -4.036 -6.495
Sc: 1.153 -0.215 2.236
Cl: 2.695 0.529 3.838
Cl: 2.269 0.174 0.209
C: 0.716 2.762 1.543
O: 0.268 1.649 1.976
N: -0.112 3.733 1.199
C: -1.545 3.456 1.250
C: 0.339 4.992 0.605
H: 1.791 2.942 1.452
H: -1.847 3.166 2.259
H: -1.810 2.641 0.565
H: -2.061 4.372 0.961
H: 1.265 5.303 1.102
H: -0.455 5.743 0.744
H: 0.545 4.866 -0.468
H: -1.249 -4.936 3.628
H: 0.204 -3.451 0.895
C: -2.020 -4.546 2.939
C: -0.831 -3.818 0.867
N: -1.504 -3.454 2.120
H: -2.882 -4.192 3.520
C: -1.457 -2.231 2.658
O: -0.695 -1.304 2.295
H: -1.360 -3.415 -0.001
H: -2.155 -2.089 3.504
H: -2.320 -5.369 2.280
H: -0.819 -4.903 0.836
O: 0.768 -0.808 -2.245
C: 1.730 -0.688 -3.316
C: 0.162 -0.178 -5.280
C: 1.252 0.177 -4.480
H: -0.302 -1.162 -5.149
C: -0.303 0.714 -6.260
H: 2.616 -0.207 -2.860
C: 1.974 1.342 -4.770
H: -1.188 0.463 -6.845
C: 0.370 1.915 -6.492
C: 1.534 2.200 -5.775
H: 2.882 1.538 -4.194
H: 0.007 2.625 -7.235
H: 2.105 3.104 -5.982
Si: -0.611 0.138 -1.940
Cl: 1.870 -2.678 2.117
C: -2.012 -0.326 -3.118
C: -0.174 1.963 -2.157
C: -1.310 -0.094 -0.270
H: -2.006 0.227 -4.068
H: -2.960 -0.094 -2.611
H: -2.003 -1.402 -3.341
H: -1.476 -1.145 -0.036
H: -2.256 0.441 -0.116
H: -0.565 0.314 0.420
H: 0.005 2.245 -3.204
H: 0.732 2.204 -1.583
H: -0.998 2.593 -1.787
N: -0.096 -2.251 5.055
C: -0.435 -0.987 5.393
N: -0.132 0.097 4.711
C: -0.594 1.240 5.344
C: -0.329 2.574 4.998
C: -0.882 3.616 5.742
C: -1.668 3.340 6.872
C: -1.912 2.012 7.260
C: -1.387 0.977 6.494
S: -1.490 -0.748 6.786
H: -0.304 -2.984 5.733
H: 0.642 -2.424 4.370
H: 0.323 2.759 4.151
H: -0.678 4.649 5.455
H: -2.071 4.167 7.459
H: -2.505 1.762 8.139